1.
Formula: C34H24ClFeINOP2S2
Source: the OMol25 dataset
Level of theory: ωB97M-V/def2-TZVPD

## Properties
Charge = -1
DFT total energy = -4940.803114 hartree
Spin multiplicity = 5

Last column: natural (NBO) charge in e.
Geometry (Å):
Fe  0.28  -2.08  0.05  1.0615
S  -1.90  -2.13  -0.27  -0.6125
P  -1.66  0.10  0.41  1.0824
C  -0.01  -0.21  -0.03  -1.2817
P  1.33  0.21  -1.00  1.4107
S  2.23  -1.56  -1.26  -0.6092
C  1.03  1.02  -2.61  -0.4076
C  0.69  0.21  -3.70  -0.1790
C  0.24  0.79  -4.87  -0.2181
C  0.12  2.17  -4.96  -0.2120
C  0.46  2.97  -3.88  -0.2359
C  0.91  2.40  -2.71  -0.1391
C  2.51  1.35  -0.18  -0.4015
C  3.62  1.81  -0.87  -0.1305
C  4.54  2.62  -0.23  -0.2451
C  4.35  2.97  1.10  -0.2127
C  3.25  2.48  1.80  -0.2015
C  2.34  1.67  1.16  -0.1771
C  -2.80  1.00  -0.71  -0.3492
C  -4.01  1.37  -0.13  -0.2112
C  -4.94  2.07  -0.86  -0.2054
C  -4.68  2.40  -2.18  -0.2352
C  -3.49  2.02  -2.76  -0.2306
C  -2.55  1.30  -2.04  -0.1508
C  -1.29  1.60  1.48  -0.1947
C  -1.18  1.36  2.84  -0.2589
C  -0.76  2.34  3.71  -0.2058
C  -0.43  3.59  3.22  -0.2439
C  -0.51  3.84  1.86  -0.2167
C  -0.94  2.85  0.99  -0.2563
H  0.78  -0.86  -3.60  0.2402
H  -0.04  0.17  -5.71  0.2097
H  -0.22  2.62  -5.88  0.2061
H  0.36  4.05  -3.95  0.2082
H  1.16  3.02  -1.85  0.2160
H  3.76  1.54  -1.91  0.2095
H  5.41  2.99  -0.76  0.2032
H  5.06  3.62  1.60  0.2027
H  3.11  2.75  2.84  0.2115
H  1.48  1.27  1.69  0.2501
H  -4.19  1.09  0.90  0.2160
H  -5.88  2.36  -0.40  0.2004
H  -5.41  2.96  -2.75  0.1992
H  -3.28  2.28  -3.79  0.2027
H  -1.62  0.98  -2.50  0.2112
H  -1.44  0.37  3.21  0.2255
H  -0.70  2.13  4.77  0.2029
H  -0.11  4.37  3.89  0.1998
H  -0.23  4.81  1.47  0.2007
H  -1.00  3.06  -0.08  0.2114
Cl  0.23  -7.79  3.67  -0.0412
C  0.31  -6.13  3.14  -0.0822
C  0.29  -5.14  4.10  -0.2220
C  0.38  -3.82  3.70  -0.2242
I  0.32  -2.22  5.06  0.1165
C  0.50  -3.43  2.37  0.3191
O  0.65  -2.21  2.00  -0.7339
C  0.45  -4.48  1.39  0.1629
N  0.46  -4.06  0.10  -0.4874
C  0.41  -4.98  -0.85  0.0604
C  0.36  -6.35  -0.58  -0.2553
C  0.33  -6.79  0.72  -0.1413
C  0.37  -5.84  1.77  -0.1117
H  0.21  -5.39  5.14  0.2319
H  0.41  -4.61  -1.87  0.2077
H  0.33  -7.05  -1.40  0.2162
H  0.27  -7.84  0.96  0.2254

2.
Formula: C34H24F32O6
Source: the OMol25 dataset
Level of theory: ωB97M-V/def2-TZVPD

## Properties
Charge = 0
DFT total energy = -4957.026646 hartree

Last column: Löwdin charge in e.
Geometry (Å):
F  3.37  0.34  5.52  0.0931
C  2.37  -0.35  6.10  -0.3101
F  2.16  -1.45  5.33  0.0970
C  2.73  -0.75  7.53  -0.4572
F  3.84  -1.51  7.44  0.1225
F  1.80  -1.57  8.02  0.1423
C  3.05  0.49  8.48  -0.0372
O  1.85  1.23  8.70  0.0111
C  1.78  1.95  9.94  -0.5464
F  1.78  1.16  10.97  0.2115
F  2.79  2.83  10.07  0.1495
C  0.52  2.85  9.88  -0.2901
F  0.62  3.53  11.06  0.0653
F  0.47  3.86  9.04  0.1356
H  1.53  0.35  6.11  0.1655
H  3.92  0.96  8.00  0.1432
H  3.33  0.03  9.43  0.1404
H  -0.39  2.25  9.94  0.1716
F  3.98  -0.84  -7.57  0.1377
C  2.99  -0.04  -7.25  -0.3091
F  1.96  -0.11  -8.14  0.0709
C  2.47  -0.02  -5.75  -0.5251
F  2.94  1.07  -5.25  0.1680
F  3.16  -1.01  -5.18  0.1213
C  0.97  -0.27  -5.66  -0.0068
O  0.62  -1.51  -6.41  -0.0321
C  -0.78  -1.79  -6.84  -0.5442
F  -1.46  -2.07  -5.72  0.1611
F  -1.17  -0.79  -7.57  0.2277
C  -0.66  -3.00  -7.59  -0.3327
F  -1.86  -3.49  -7.90  0.1374
F  0.06  -2.82  -8.74  0.1007
H  3.27  1.00  -7.35  0.1589
H  0.47  0.65  -5.97  0.1471
H  0.83  -0.48  -4.60  0.1344
H  0.03  -3.66  -7.06  0.1795
F  -8.08  3.79  -3.95  0.1578
C  -7.30  2.92  -4.46  -0.4035
F  -6.07  2.94  -3.97  0.1213
C  -8.01  1.52  -4.46  -0.4353
F  -7.17  0.67  -5.10  0.1223
F  -9.19  1.61  -5.11  0.1274
C  -8.28  0.99  -3.06  -0.0855
O  -7.07  0.93  -2.29  0.0066
C  -7.32  0.46  -0.88  -0.4580
F  -6.66  1.29  -0.02  0.1476
F  -8.55  0.33  -0.49  0.1905
C  -6.73  -0.98  -0.82  -0.3649
F  -6.90  -1.51  0.40  0.1024
F  -7.03  -1.87  -1.73  0.1432
H  -7.16  3.32  -5.47  0.1682
H  -8.74  0.00  -3.10  0.1439
H  -9.05  1.59  -2.58  0.1418
H  -5.65  -0.90  -0.94  0.1438
F  8.69  3.59  -0.56  0.1387
C  7.47  3.18  -0.41  -0.4145
F  6.68  4.23  -0.49  0.1387
C  7.05  1.98  -1.22  -0.4263
F  7.95  0.98  -0.92  0.1006
F  7.19  2.36  -2.49  0.1477
C  5.64  1.39  -0.95  -0.0520
O  5.27  1.39  0.40  0.0195
C  4.31  0.46  0.83  -0.5195
F  3.18  0.44  0.12  0.1629
F  4.89  -0.75  0.75  0.1500
C  3.88  0.74  2.29  -0.2848
F  4.89  0.74  3.21  0.0750
F  3.50  2.01  2.41  0.1060
H  7.55  2.94  0.65  0.1707
H  5.51  0.39  -1.37  0.1510
H  4.95  2.13  -1.36  0.1474
H  3.10  0.08  2.66  0.1467
O  -3.38  -1.84  -0.65  0.0630
C  -2.30  -1.96  -0.01  -0.2186
C  -2.09  -1.41  1.37  -0.0766
C  -3.17  -1.05  2.12  0.0174
C  -2.95  -0.56  3.46  -0.0346
C  -1.70  -0.46  4.02  -0.0664
C  -0.64  -0.59  3.14  0.0135
C  -0.75  -1.23  1.87  -0.0577
C  0.41  -1.65  1.14  -0.2761
O  1.56  -1.58  1.61  0.0753
C  0.16  -2.17  -0.24  -0.0628
C  1.29  -2.52  -0.97  0.0126
C  1.11  -3.08  -2.24  -0.0683
C  -0.11  -3.23  -2.84  -0.0626
C  -1.21  -2.84  -2.10  0.0032
C  -1.13  -2.38  -0.79  -0.0838
H  -4.18  -1.08  1.74  0.1136
H  -3.75  -0.26  4.12  0.1050
H  -1.66  0.10  4.95  0.1099
H  0.27  -0.15  3.51  0.1063
H  2.30  -2.46  -0.60  0.1191
H  2.01  -3.27  -2.79  0.1096
H  -0.04  -3.47  -3.89  0.1050
H  -2.13  -3.25  -2.48  0.1243

3.
Formula: C34H24IMnN8O2S
Source: the OMol25 dataset
Level of theory: ωB97M-V/def2-TZVPD

## Properties
Charge = +4
DFT total energy = -3743.778592 hartree

Last column: Löwdin charge in e.
Geometry (Å):
Mn  4.36  -2.96  3.12  0.7065
O  -0.99  -3.50  -1.24  0.0940
N  -1.36  -3.60  -0.09  -0.3317
O  -2.53  -3.60  0.25  0.1260
C  -0.23  -3.79  0.87  -0.0374
C  -0.36  -4.64  1.96  0.0973
C  0.71  -4.96  2.80  -0.1268
C  0.59  -5.84  3.93  0.0638
C  1.68  -6.15  4.73  0.0354
C  2.86  -5.39  4.44  -0.0287
N  2.95  -4.47  3.46  0.0232
C  1.90  -4.30  2.58  -0.1338
C  2.00  -3.36  1.49  -0.1013
N  3.22  -2.75  1.38  0.0348
C  3.49  -1.86  0.37  -0.0527
C  2.54  -1.56  -0.57  0.0202
C  1.27  -2.15  -0.43  0.0567
C  0.96  -3.08  0.55  -0.0605
H  -1.35  -5.12  2.04  0.1604
H  -0.40  -6.17  4.16  0.1318
H  1.45  -6.73  5.59  0.1214
H  3.65  -5.40  5.19  0.1356
H  4.45  -1.42  0.40  0.1122
H  2.64  -0.72  -1.23  0.1271
H  0.49  -1.93  -1.09  0.1089
N  -6.18  6.89  -3.27  0.2118
C  -5.92  8.17  -3.63  -0.1541
C  -5.20  9.12  -2.86  0.0589
C  -5.25  10.46  -3.25  0.0538
C  -5.82  10.90  -4.46  0.0039
C  -6.22  10.03  -5.40  -0.0051
C  -6.27  8.65  -4.96  -0.3785
S  -6.61  7.45  -6.02  1.3808
N  -6.82  6.06  -5.29  -0.1242
C  -6.68  5.87  -4.02  -0.2435
C  -6.98  4.55  -3.38  -0.2206
C  -7.38  4.35  -2.06  0.0119
C  -7.62  3.02  -1.70  -0.0230
C  -7.48  1.95  -2.57  0.0100
C  -6.99  2.24  -3.86  -0.0315
N  -6.78  3.54  -4.25  0.1141
H  -6.01  6.64  -2.22  0.2361
H  -5.01  8.98  -1.81  0.1382
H  -4.85  11.27  -2.62  0.1584
H  -5.92  11.99  -4.65  0.1629
H  -6.59  10.31  -6.37  0.1450
H  -7.48  5.08  -1.29  0.1093
H  -7.77  2.70  -0.70  0.1172
H  -7.70  0.99  -2.15  0.1225
H  -6.56  1.59  -4.66  0.1459
I  5.46  3.26  3.07  0.9993
C  5.68  1.34  3.61  -0.8188
C  6.41  0.85  4.62  -0.1299
N  6.06  -0.41  4.75  0.0104
N  5.11  -0.85  3.81  -0.0292
C  4.96  0.26  3.01  -0.1587
H  7.07  1.25  5.33  0.1362
H  6.39  -1.17  5.33  0.1657
H  4.30  0.39  2.17  0.0945
C  5.29  -4.17  2.34  0.1035
C  5.90  -5.02  1.44  -0.2486
C  7.28  -5.42  1.45  -0.0410
C  7.77  -6.37  0.67  -0.0197
C  6.84  -7.02  -0.28  0.0317
C  5.55  -6.65  -0.35  -0.0446
C  5.00  -5.73  0.56  0.0368
H  8.07  -4.89  2.06  0.1487
H  8.84  -6.55  0.52  0.1381
H  7.28  -7.80  -0.90  0.1305
H  4.82  -7.23  -0.87  0.1184
H  4.01  -5.41  0.43  0.0941